No. 1
The following is a quantum chemistry calculation of the molecule C6H12BNO3 in a non-equilibrium geometry, from the Open Molecules 2025 dataset.

The net charge is 0. Its energy above the lowest of the compared OMol25 structures with the same formula, charge and spin is 190.17 kcal per mole. For the HOMO-LUMO gap, the calculation gives 9.88 eV. The HOMO energy comes out at -0.369 Eh. For the total energy, the calculation gives -540.94824 hartree. The SMILES is NC(=O)CCBCCOC=O.

Last column: Löwdin charge in e.
CARTESIAN COORDINATES (ANGSTROEM)
N 3.33 -1.45 0.95  0.0445
C 3.23 -0.75 -0.39  -0.2961
O 4.38 -0.69 -1.12  -0.0522
C 1.90 -0.03 -1.03  -0.1413
C 1.55 1.41 -0.29  -0.1647
B 0.04 1.49 0.36  -0.1106
C -0.88 0.22 0.85  -0.1419
C -2.43 0.32 0.23  -0.2073
O -3.03 -1.02 0.42  -0.1455
C -4.27 -1.16 -0.40  -0.1128
O -4.24 -1.22 -1.76  -0.0531
H 3.09 -0.83 1.75  0.0787
H 2.79 -2.35 0.98  0.0869
H 0.95 -0.70 -1.09  0.1072
H 2.18 0.26 -2.15  0.1306
H 2.36 1.56 0.57  0.1251
H 1.64 2.33 -1.05  0.1191
H -0.42 2.58 0.53  0.0595
H -0.38 -0.83 0.66  0.1007
H -1.02 0.33 2.02  0.1257
H -2.40 0.64 -0.91  0.1410
H -3.03 1.19 0.78  0.1455
H -5.32 -1.28 0.10  0.1611

---

No. 2
The following is a quantum chemistry calculation of a cluster of 2 separate species, C6H12BrO2Si in total in a non-equilibrium geometry, from the Open Molecules 2025 dataset.

The net charge is -1. Its energy above the lowest of the compared OMol25 structures with the same formula, charge and spin is 25.58 kcal per mole. For the HOMO-LUMO gap, the calculation gives 5.87 eV. The HOMO energy comes out at -0.090 Eh. For the total energy, the calculation gives -3249.80682 hartree.

Last column: Löwdin charge in e.
CARTESIAN COORDINATES (ANGSTROEM)
C 3.00 -1.93 -0.04  -0.4581
C 1.03 0.44 2.11  -0.3107
C -1.93 1.64 -0.30  -0.2128
C -1.61 -1.30 0.31  -0.1966
C -0.14 0.17 -2.19  -0.2045
C 1.05 0.30 0.66  -0.7524
O 3.51 -1.84 1.00  0.1524
O 2.51 -2.11 -1.09  0.1674
Si -0.56 0.28 -0.29  0.4408
Br 2.23 1.76 -0.32  0.3246
H 0.53 1.28 2.46  0.0234
H 2.15 0.47 2.37  0.0787
H 0.66 -0.42 2.45  0.0084
H -2.98 1.11 -0.27  0.0486
H -1.86 2.23 0.51  -0.0649
H -1.86 2.27 -1.23  0.0264
H -2.37 -1.00 1.13  0.0393
H -2.06 -1.75 -0.46  -0.0622
H -0.92 -2.07 0.77  0.0219
H -1.14 0.25 -2.80  0.0647
H 0.46 0.94 -2.41  -0.0806
H 0.30 -0.70 -2.38  -0.0536

---

No. 3
The following is a quantum chemistry calculation of the ion C6H12Cl2N4 with charge +2 in a non-equilibrium geometry, from the Open Molecules 2025 dataset.

The net charge is +2. Its energy above the lowest of the compared OMol25 structures with the same formula, charge and spin is 120.75 kcal per mole. For the HOMO-LUMO gap (alpha / beta), the calculation gives 7.62 / 7.62 eV. The HOMO energy (alpha / beta) comes out at -0.644 / -0.644 Eh. For the total energy, the calculation gives -1374.34944 hartree. The SMILES is Cl[NH2+]NC1(N[NH2+]Cl)C=CCC=C1.

Last column: Löwdin charge in e.
CARTESIAN COORDINATES (ANGSTROEM)
C -0.70 1.10 -1.65  -0.0335
C 1.70 1.06 -0.93  -0.0210
C -1.05 0.33 -0.66  -0.0798
C 1.41 0.22 0.05  -0.0124
C 0.64 1.66 -1.76  -0.1452
C -0.08 -0.27 0.35  -0.3588
N -0.20 -1.80 0.17  0.0279
N -0.49 0.14 1.68  0.0541
N 0.93 -2.52 -0.10  -0.2349
N -1.52 0.98 1.85  -0.0400
Cl 1.98 -3.19 1.40  0.5833
Cl -3.40 0.04 1.67  0.4965
H -1.33 1.52 -2.36  0.1239
H 2.63 1.52 -1.05  0.1192
H -1.94 -0.22 -0.44  0.0643
H 2.10 -0.13 0.86  0.1177
H 0.83 1.69 -2.90  0.1774
H 0.54 2.70 -1.47  0.1514
H -1.04 -2.25 0.44  0.1469
H 0.10 -0.06 2.44  0.1617
H 0.53 -3.46 -0.63  0.2496
H 1.53 -1.98 -0.76  0.1547
H -1.53 1.36 2.77  0.1507
H -1.64 1.58 1.02  0.1463

---

No. 4
The following is a quantum chemistry calculation of a cluster of 3 separate species, C6H12Cl4O in total, from the Open Molecules 2025 dataset.

The net charge is 0. Its energy above the lowest of the compared OMol25 structures with the same formula, charge and spin is 0.00 kcal per mole. For the HOMO-LUMO gap, the calculation gives 9.93 eV. The HOMO energy comes out at -0.341 Eh. For the total energy, the calculation gives -2151.79612 hartree. The SMILES is C1CCOC1.ClCCl.ClCCl.

Last column: Löwdin charge in e.
CARTESIAN COORDINATES (ANGSTROEM)
C 15.20 -8.37 10.60  -0.1727
C 15.77 -9.76 10.33  -0.1677
C 16.28 -10.15 11.72  -0.2213
O 16.61 -8.93 12.39  -0.1397
C 16.23 -7.83 11.57  -0.2166
H 14.23 -8.42 11.10  0.1147
H 15.09 -7.76 9.70  0.1101
H 16.61 -9.68 9.65  0.1125
H 15.05 -10.46 9.91  0.1065
H 17.16 -10.80 11.67  0.1165
H 15.51 -10.67 12.31  0.0788
H 17.11 -7.45 11.04  0.1172
H 15.84 -7.05 12.23  0.1171
C 15.00 -14.24 13.52  -1.0569
Cl 14.54 -13.49 11.99  0.5244
Cl 15.33 -13.03 14.76  0.5069
H 14.19 -14.87 13.86  0.0084
H 15.88 -14.86 13.37  -0.0204
C 15.99 -17.46 15.88  -1.0098
Cl 14.74 -17.91 14.72  0.5139
Cl 17.29 -16.54 15.13  0.5291
H 15.55 -16.83 16.65  0.0261
H 16.41 -18.36 16.30  0.0230

---

No. 5
The following is a quantum chemistry calculation of a cluster of 2 separate species, C6H12ClFNS in total in a non-equilibrium geometry, from the Open Molecules 2025 dataset.

The net charge is +1. Its energy above the lowest of the compared OMol25 structures with the same formula, charge and spin is 20.67 kcal per mole. For the HOMO-LUMO gap, the calculation gives 9.70 eV. The HOMO energy comes out at -0.509 Eh. For the total energy, the calculation gives -1248.44202 hartree.

Last column: Löwdin charge in e.
CARTESIAN COORDINATES (ANGSTROEM)
C -1.12 2.09 0.95  0.1159
C 0.45 -0.19 -0.29  -0.3784
C -0.91 0.80 0.44  -0.2168
C -0.91 -0.12 -2.37  0.0031
C 0.93 -1.62 -2.13  -0.0367
C 1.80 0.16 2.05  -0.3087
N 0.22 -0.47 -1.55  -0.1766
F -1.82 -0.17 0.58  0.0268
S 1.70 -0.89 0.59  1.0698
Cl -1.62 0.10 3.81  0.3277
H -2.08 2.44 1.24  0.0744
H -0.34 2.77 0.97  0.0411
H -1.21 0.83 -2.03  0.0895
H -0.77 -0.19 -3.38  0.0829
H -1.77 -0.70 -2.31  0.1019
H 0.63 -1.88 -3.08  0.0711
H 1.94 -1.27 -2.04  0.0844
H 0.81 -2.65 -1.64  0.1405
H 2.14 -0.46 2.82  0.0344
H 0.84 0.32 2.57  0.0109
H 2.28 1.06 1.85  0.0341
H -2.34 -0.73 4.52  -0.1915

---

No. 6
The following is a quantum chemistry calculation of the ion C6H12ClIN3O with charge +1 in a non-equilibrium geometry, from the Open Molecules 2025 dataset.

The net charge is +1. Its energy above the lowest of the compared OMol25 structures with the same formula, charge and spin is 7.35 kcal per mole. For the HOMO-LUMO gap, the calculation gives 8.72 eV. The HOMO energy comes out at -0.458 Eh. For the total energy, the calculation gives -1232.88059 hartree. The SMILES is COC1=N[C@@H]([NH3+])N(I)[C@H](C)[C@H]1Cl.

Last column: Löwdin charge in e.
CARTESIAN COORDINATES (ANGSTROEM)
C -1.01 0.22 0.20  -0.4220
C -0.33 -0.67 1.23  -0.4805
C 0.84 -1.45 0.62  -0.5670
C 1.07 0.78 -0.74  -0.2822
C 0.18 -2.39 -0.33  -0.0947
C -2.92 1.35 -0.60  -0.0047
N -0.29 0.81 -0.71  0.1211
N 1.82 -0.54 0.15  -0.4544
N 1.65 1.92 0.11  0.1827
O -2.31 0.42 0.29  -0.0138
Cl 0.18 0.58 2.41  0.7787
I 3.36 -1.40 -1.03  0.8884
H -0.99 -1.39 1.67  0.1251
H 1.36 -2.02 1.38  0.1413
H 1.43 0.77 -1.66  0.0587
H -0.30 -3.30 0.19  0.1249
H 0.89 -2.95 -0.96  0.0389
H -0.68 -1.99 -0.98  0.1195
H -3.57 0.67 -1.25  0.1419
H -2.12 1.91 -1.03  0.0680
H -3.54 2.04 -0.03  0.1001
H 1.11 2.90 -0.02  0.2404
H 2.59 2.22 -0.01  0.1370
H 1.60 1.50 1.07  0.0526

---

No. 7
The following is a quantum chemistry calculation of a structure of composition C6H12ClMgN2 in a non-equilibrium geometry, from the Open Molecules 2025 dataset.

The net charge is -1. Its energy above the lowest of the compared OMol25 structures with the same formula, charge and spin is 64.03 kcal per mole. For the HOMO-LUMO gap (alpha / beta), the calculation gives 3.15 / 4.53 eV. The HOMO energy (alpha / beta) comes out at -0.017 / -0.058 Eh. For the total energy, the calculation gives -1005.45309 hartree.

Last column: Löwdin charge in e.
CARTESIAN COORDINATES (ANGSTROEM)
C -1.02 1.27 -3.19  -0.3043
Mg -0.59 0.73 -1.38  0.1337
N 0.51 -1.01 -1.97  0.0095
H -1.62 1.70 -0.29  -0.1128
H 0.13 1.60 -2.34  -0.0237
H -1.58 2.21 -3.27  0.0138
H -1.72 0.43 -2.98  -0.0130
H -0.51 1.05 -4.12  0.0048
H 0.21 -1.80 -1.39  0.0382
H 1.51 -0.87 -1.77  0.0607
H 0.43 -1.30 -2.94  0.0522
Cl 1.80 1.73 3.83  0.5960
C 0.99 0.56 2.88  -0.7468
C 0.58 -0.65 3.45  -0.2241
C -0.09 -1.57 2.65  -0.1501
C -0.33 -1.25 1.30  -0.2455
N 0.08 -0.09 0.76  -0.1349
C 0.73 0.82 1.52  -0.2380
H 0.78 -0.84 4.50  0.0658
H -0.44 -2.52 3.03  0.0756
H -0.88 -1.95 0.66  0.0674
H 1.02 1.76 1.06  0.0757

---

No. 8
The following is a quantum chemistry calculation of the molecule C6H12ClN, from the Open Molecules 2025 dataset.

The net charge is 0. Its energy above the lowest of the compared OMol25 structures with the same formula, charge and spin is 18.30 kcal per mole. For the HOMO-LUMO gap, the calculation gives 10.30 eV. The HOMO energy comes out at -0.340 Eh. For the total energy, the calculation gives -750.74376 hartree. The SMILES is CC[C@@H]1N[C@@H](C)[C@H]1Cl.

Last column: Löwdin charge in e.
CARTESIAN COORDINATES (ANGSTROEM)
C -2.67 0.78 -0.17  -0.1104
C -1.83 -0.46 0.13  -0.2309
C -0.37 -0.28 -0.23  -0.3863
C 1.59 -0.42 0.57  -0.3850
C 2.69 -0.19 -0.47  -0.0793
C 0.49 0.66 0.64  -0.6221
H -2.32 1.64 0.43  0.0679
H -2.61 1.06 -1.22  0.0737
H -3.73 0.63 0.10  0.0739
H -1.90 -0.73 1.20  0.1150
H -2.22 -1.32 -0.44  0.1162
H -0.26 0.00 -1.29  0.1439
H 0.82 -2.02 -0.56  0.1145
H 2.04 -0.66 1.54  0.1285
H 3.29 -1.08 -0.58  0.0709
H 3.34 0.62 -0.15  0.0708
H 2.20 0.08 -1.42  0.0788
H 0.07 0.76 1.67  0.1187
N 0.53 -1.38 0.19  0.0235
Cl 0.83 2.29 0.04  0.6176

---

No. 9
The following is a quantum chemistry calculation of a structure of composition C6H12ClN4O2Pd in a non-equilibrium geometry, from the Open Molecules 2025 dataset.

The net charge is +3. Its energy above the lowest of the compared OMol25 structures with the same formula, charge and spin is 0.00 kcal per mole. For the HOMO-LUMO gap, the calculation gives 8.76 eV. The HOMO energy comes out at -0.804 Eh. For the total energy, the calculation gives -1192.19050 hartree.

Last column: Löwdin charge in e.
CARTESIAN COORDINATES (ANGSTROEM)
Pd -0.18 0.05 -0.05  0.9424
C -3.08 3.08 -3.08  0.0895
O -2.35 2.84 -1.80  0.1063
C -1.73 1.77 -1.54  -0.5203
O -1.13 1.68 -0.42  -0.0453
N -1.67 0.73 -2.37  0.0993
N -0.95 -0.41 -1.93  0.0310
H -3.45 4.08 -2.98  0.1251
H -3.89 2.36 -3.14  0.1176
H -2.37 3.01 -3.90  0.1174
H -2.13 0.69 -3.27  0.1898
H -0.20 -0.60 -2.60  0.1536
H -1.58 -1.21 -1.92  0.1537
N 0.38 -2.78 1.22  0.0932
C 1.19 -3.82 1.17  0.1104
C 2.39 -3.45 0.53  0.0901
C 2.23 -2.14 0.19  0.0141
N 0.97 -1.64 0.66  -0.2207
H -0.58 -2.76 1.54  0.2106
H 0.88 -4.78 1.57  0.1873
H 3.24 -4.09 0.33  0.1614
H 2.89 -1.49 -0.37  0.1694
Cl 0.63 0.66 2.16  0.8873
C 1.50 -0.79 1.85  -0.4984
H 1.38 -1.53 2.63  0.1237
H 2.54 -0.56 1.62  0.1114

---

No. 10
The following is a quantum chemistry calculation of the molecule C6H12FNO2 in a non-equilibrium geometry, from the Open Molecules 2025 dataset.

The net charge is 0. Its energy above the lowest of the compared OMol25 structures with the same formula, charge and spin is 53.45 kcal per mole. For the HOMO-LUMO gap, the calculation gives 10.29 eV. The HOMO energy comes out at -0.348 Eh. For the total energy, the calculation gives -540.84171 hartree. The SMILES is CC(C)(F)[C@@]1(O)O[C@]1(C)N.

Last column: Löwdin charge in e.
CARTESIAN COORDINATES (ANGSTROEM)
C 0.21 0.57 0.07  -0.3978
C 1.44 -1.83 -0.05  0.0155
C -2.18 1.13 -0.44  -0.0095
C -1.61 -0.56 1.31  0.0113
C 1.49 -0.28 -0.22  -0.4146
C -1.22 0.10 -0.01  -0.4011
N 2.46 0.22 -1.12  0.1273
O 0.48 1.89 -0.40  0.0450
O 1.13 0.31 1.03  0.0564
F -0.99 -0.95 -1.04  -0.0500
H 0.69 -1.90 0.77  0.0671
H 2.42 -2.21 0.27  0.0863
H 1.15 -2.17 -1.01  0.0622
H -1.84 1.98 -0.96  0.0735
H -3.04 0.58 -0.87  0.1120
H -2.53 1.68 0.43  0.0993
H -2.59 -0.96 1.42  0.0790
H -0.79 -1.27 1.56  0.0798
H -1.51 0.26 2.07  0.1230
H 3.37 0.48 -0.74  0.1013
H 2.14 0.74 -1.86  0.0590
H 1.34 2.18 -0.21  0.0750